Entry from the Open Molecules 2025 dataset: a 6-piece molecular cluster, C4H22N2O5 overall at a distorted geometry (the ωB97M-V functional and the def2-TZVPD basis).

The value obtained for the maximum force is 8.774 eV/Å. The electronic energy comes out at -651.1907 a.u. The relative energy (zero: lowest compared OMol25 entry of this formula, charge and spin) is 59.4 kcal/mol. As for the multiplicity: 1.

Last column: Mulliken charge in e.
CARTESIAN COORDINATES (ANGSTROEM)
C 0.182 -1.025 3.028  -1.129
C 0.278 -1.829 1.752  -0.515
C 0.072 -1.023 0.371  -0.541
N 1.257 -0.859 -0.573  -0.233
C 2.576 -0.827 0.021  -0.417
N 3.228 0.473 0.229  -0.492
H -0.794 -0.462 3.048  0.243
H 0.906 -0.308 3.291  0.304
H 0.313 -1.640 3.921  0.365
H 1.190 -2.493 1.713  0.415
H -0.470 -2.614 1.572  0.334
H -0.239 0.019 0.438  0.138
H -0.718 -1.521 -0.198  0.393
H 1.048 -1.718 -1.251  0.301
H 2.652 -1.413 1.031  0.214
H 3.337 -1.355 -0.731  0.290
H 3.082 1.223 -0.423  0.185
H 3.194 0.807 1.147  0.186
H -1.098 2.832 -0.904  0.333
H -0.521 2.981 0.664  0.286
O -0.789 3.386 -0.168  -0.614
H -3.434 -0.453 -0.164  0.338
H -3.788 -1.370 -1.357  0.265
O -3.620 -0.527 -1.227  -0.602
H -0.432 2.299 -3.268  0.303
H -1.594 1.370 -2.895  0.301
O -1.334 2.242 -3.094  -0.625
H -3.289 1.753 0.809  0.324
H -2.367 1.744 1.865  0.294
O -3.250 1.380 1.644  -0.619
H 1.866 0.152 -3.001  0.300
H 0.801 -0.544 -3.723  0.306
O 1.756 -0.680 -3.564  -0.632